Record 1
This record from the Open Molecules 2025 dataset describes C23H32InN6O5S4 as an isolated structure. The level of theory is ωB97M-V with the def2-TZVPD basis set.

```
71
Properties=species:S:1:pos:R:3:mulliken_charge:R:1
In -0.9548 0.8993 -0.5937 1.148
C 2.3504 -0.9145 -0.0641 -0.964
C 2.3626 0.5950 -0.3208 -0.480
N 1.2498 1.2748 0.3559 -0.051
C 1.2752 1.1111 1.8187 -0.514
C -0.0569 0.6508 2.4570 -1.263
N -1.0026 0.0080 1.5351 -0.220
C -0.9297 -1.4634 1.5200 -0.370
C 0.4649 -1.9838 1.1656 -1.094
N 1.0038 -1.4484 -0.0716 0.209
H 2.8478 -1.1438 0.8846 0.268
H 2.9447 -1.3986 -0.8431 0.482
H 2.2468 0.7888 -1.3885 0.160
H 3.3273 1.0173 -0.0146 0.379
H 1.2957 2.2654 0.1363 -0.105
H 1.5509 2.0596 2.2849 0.441
H 2.0628 0.4020 2.0666 0.412
H -0.5714 1.5089 2.8765 0.448
H 0.1678 -0.0281 3.2867 0.526
H -1.9382 0.3140 1.8015 0.410
H -1.6570 -1.8352 0.7989 -0.210
H -1.1995 -1.8652 2.5052 0.507
H 0.3936 -3.0777 1.1377 0.566
H 1.1558 -1.7476 1.9804 0.343
H 0.8533 -2.0705 -0.8535 0.215
O -5.2436 0.9883 -0.4181 -0.747
C -4.1257 0.5194 -0.5575 0.322
O -3.0455 1.2158 -0.6002 -0.528
C -4.0148 -1.0042 -0.6708 0.807
C -5.0886 -1.7142 -0.1299 -0.757
C -5.1640 -3.0941 -0.1761 -0.546
C -4.1453 -3.8043 -0.8005 -0.641
C -3.0726 -3.1221 -1.3434 -0.516
C -2.9806 -1.7236 -1.2869 -0.414
S -1.5199 -1.0536 -2.0422 0.296
H -5.8777 -1.1259 0.3188 0.479
H -6.0098 -3.6102 0.2606 0.373
H -4.1835 -4.8858 -0.8596 0.371
H -2.2639 -3.6638 -1.8202 0.484
C 2.8199 5.8995 4.7430 -1.463
C 1.6848 5.3251 3.9382 1.175
C 1.7104 5.3404 2.5469 -0.860
C 0.6628 4.8145 1.8054 -0.575
C -0.4292 4.2603 2.4548 0.045
C -0.4742 4.2367 3.8417 -0.423
C 0.5783 4.7668 4.5736 -0.713
S -1.7609 3.5446 1.4992 1.324
O -2.5583 4.6282 1.0051 -0.748
O -2.4163 2.5875 2.3752 -0.734
O -0.9702 2.8559 0.4367 -0.608
H 3.6298 6.2351 4.0960 0.341
H 3.2259 5.1604 5.4364 0.319
H 2.4871 6.7541 5.3353 0.330
H 2.5631 5.7619 2.0271 0.328
H 0.7083 4.8169 0.7223 0.424
H -1.3290 3.7901 4.3335 0.528
H 0.5436 4.7417 5.6575 0.355
C -0.8997 -2.5252 -5.2763 -0.956
N 0.1649 -3.1101 -4.4873 -0.010
C 1.1460 -2.4213 -3.8885 0.275
N 1.1156 -1.0786 -4.0462 -0.330
S 2.3723 -3.2082 -3.0419 -0.463
H -1.4582 -3.3310 -5.7460 0.359
H -0.4887 -1.8823 -6.0577 0.324
H -1.5838 -1.9406 -4.6563 0.297
H 0.1956 -4.1027 -4.3406 0.224
H 0.2230 -0.6206 -4.1660 0.251
H 1.7767 -0.5724 -3.4817 0.189
S -0.0579 2.0729 -2.7264 -0.370
C 1.0566 3.1252 -2.0477 0.612
N 1.8236 3.8543 -1.5749 -0.674
```

Calculated values
Net charge: -1
Total energy (eV): -92069.998
ΔE to the lowest compared entry with this formula, charge and spin (kJ/mol): 22.2
Lowest unoccupied orbital energy (eV): 2.321

Record 2
This record from the Open Molecules 2025 dataset describes an isolated ion of composition C23H32N3O3S and charge +1. The level of theory is ωB97M-V with the def2-TZVPD basis set.

```
62
Properties=species:S:1:pos:R:3:nbo_charge:R:1
C 3.1848 -1.8384 5.5383 -0.655
C 2.7414 -1.6799 4.1254 0.044
C 3.6092 -1.1680 3.1496 -0.196
C 3.1929 -0.8877 1.8634 -0.159
C 1.8947 -1.2158 1.4633 0.131
N 1.2942 -0.7595 0.2975 -0.621
C 0.0430 -0.2359 0.3118 0.714
O -0.6824 -0.2190 1.2990 -0.691
C -0.3577 0.3599 -1.0257 -0.320
N 0.6816 0.1540 -2.0140 -0.485
C 0.4117 -0.9582 -2.9152 -0.224
C -0.7516 -0.6861 -3.8871 -0.420
C -0.8639 0.8139 -4.2002 -0.205
C -1.5533 1.0395 -5.5538 -0.404
C -1.8263 2.4978 -5.7946 -0.046
C -1.0213 3.2461 -6.6432 -0.213
C -1.2610 4.5956 -6.8362 -0.201
C -2.3097 5.2154 -6.1793 -0.215
C -3.1199 4.4779 -5.3324 -0.220
C -2.8783 3.1295 -5.1423 -0.166
C 0.5339 1.4299 -4.1703 -0.437
C 1.1276 1.3332 -2.7569 -0.204
C 1.0873 -1.9015 2.3591 -0.140
C 1.4811 -2.0397 3.6772 -0.388
S 0.0351 -2.4093 4.6444 2.280
O -0.7395 -3.4629 4.0999 -0.864
O 0.1367 -2.2279 6.0486 -0.872
N -0.9515 -0.8499 4.1059 -0.588
C -0.3682 0.3167 4.7623 -0.443
C -2.3396 -1.0912 4.4998 -0.447
H 2.3413 -1.9511 6.2116 0.246
H 3.7882 -0.9878 5.8474 0.237
H 3.8100 -2.7273 5.6250 0.248
H 4.6183 -0.9228 3.4432 0.237
H 3.8615 -0.3987 1.1720 0.236
H 1.7943 -0.5677 -0.5740 0.455
H -1.3176 -0.0911 -1.3053 0.228
H -0.5520 1.4237 -0.8550 0.241
H 1.3319 -1.1330 -3.4768 0.205
H 0.2116 -1.8511 -2.3175 0.203
H -1.6943 -1.0489 -3.4734 0.206
H -0.5699 -1.2398 -4.8089 0.220
H -1.4694 1.3055 -3.4299 0.194
H -2.4950 0.4855 -5.5603 0.218
H -0.9197 0.6430 -6.3493 0.210
H -0.2044 2.7668 -7.1642 0.210
H -0.6288 5.1633 -7.5027 0.218
H -2.4991 6.2673 -6.3309 0.218
H -3.9450 4.9540 -4.8231 0.215
H -3.5206 2.5560 -4.4879 0.196
H 0.4903 2.4759 -4.4730 0.239
H 1.1679 0.9015 -4.8842 0.202
H 2.2212 1.2887 -2.8239 0.196
H 0.8712 2.2246 -2.1812 0.198
H 0.1358 -2.2984 2.0501 0.243
H -0.8945 -0.7155 3.0726 0.498
H -0.3262 0.1371 5.8362 0.243
H -0.9687 1.2048 4.5669 0.238
H 0.6401 0.4845 4.3880 0.233
H -2.3869 -1.2159 5.5812 0.235
H -2.6912 -2.0063 4.0269 0.250
H -2.9755 -0.2595 4.1987 0.238
```

Calculated values
Net charge: +1
Total energy (eV): -45812.261
ΔE to the lowest compared entry with this formula, charge and spin (kJ/mol): 11.4
Lowest unoccupied orbital energy (eV): -3.227

Record 3
This record from the Open Molecules 2025 dataset describes C23H32NO4Rh as an isolated structure in a non-equilibrium geometry. The level of theory is ωB97M-V with the def2-TZVPD basis set.

```
61
Properties=species:S:1:pos:R:3:nbo_charge:R:1
O -0.9953 0.3416 0.4535 -0.563
C -1.3910 0.5741 -0.9282 -0.059
C -2.4669 -0.4886 -0.8547 -0.457
H -0.5659 0.3097 -1.6006 0.193
H -1.7382 1.5984 -1.1095 0.176
C -1.8592 -0.8292 0.5363 0.288
H -2.3622 -1.2149 -1.6540 0.222
H -3.4680 -0.0551 -0.8108 0.201
C -1.0888 -2.1198 0.6288 -0.642
H -0.1458 -2.1173 0.0693 0.247
H -1.7023 -2.9347 0.2462 0.216
H -0.8595 -2.3709 1.6645 0.194
C -2.8032 -0.6752 1.7043 -0.624
H -3.3915 0.2400 1.6086 0.210
H -2.2631 -0.6518 2.6548 0.211
H -3.4845 -1.5267 1.7444 0.212
Rh 1.7998 -0.4001 1.2833 1.016
C -0.4835 3.3976 2.9610 -0.265
C -0.0754 4.0936 1.7796 -0.068
C -0.9893 3.7528 0.7405 -0.402
H 0.7615 4.7792 1.6833 0.225
C -1.9563 2.8601 1.2726 -0.067
C -1.6549 2.6509 2.6532 -0.283
H -2.2509 2.0489 3.3439 0.213
H 0.0051 3.4596 3.9289 0.218
H -0.9613 4.1231 -0.2820 0.214
H -2.8043 2.4456 0.7332 0.201
C 2.3009 0.5465 2.9820 -0.307
C 0.9967 -0.0387 3.1268 -0.311
C 1.1245 -1.4485 2.8699 -0.308
H 0.0923 0.4792 3.4185 0.259
C 2.5043 -1.7461 2.5754 -0.340
C 3.2362 -0.5148 2.6831 -0.324
H 4.3186 -0.3783 2.5894 0.248
H 2.5513 1.5975 3.1121 0.295
H 0.3439 -2.1806 2.9948 0.237
H 2.8968 -2.7273 2.3321 0.247
O -0.5441 -2.6734 -2.0670 -0.556
C -1.5176 -3.7416 -2.2158 -0.073
C -1.7710 -4.0195 -3.7043 -0.437
H -2.4825 -3.4607 -1.7413 0.172
H -1.1232 -4.6336 -1.6969 0.180
C -0.8584 -3.0229 -4.4493 -0.437
H -2.8251 -3.8488 -3.9402 0.212
H -1.5146 -5.0593 -3.9169 0.214
C -0.0610 -2.2635 -3.3601 -0.062
H -1.4367 -2.2866 -5.0093 0.211
H -0.1717 -3.5420 -5.1188 0.215
H -0.2267 -1.1707 -3.4192 0.181
H 1.0258 -2.4685 -3.4591 0.187
O 2.6615 3.1096 1.7111 -0.643
C 2.7189 2.6436 0.5667 0.697
C 3.1330 3.4280 -0.6593 -0.514
C 3.1843 2.4201 -1.7860 -0.517
C 2.5842 1.1628 -1.1892 0.689
O 2.2385 0.1182 -1.7547 -0.639
N 2.4346 1.3551 0.1624 -0.733
H 2.4170 4.2253 -0.8831 0.233
H 4.1070 3.8808 -0.4544 0.233
H 2.6338 2.7379 -2.6726 0.232
H 4.2234 2.2302 -2.0775 0.234
```

Calculated values
Multiplicity: 5
Total energy (eV): -37050.877
ΔE to the lowest compared entry with this formula, charge and spin (kJ/mol): 0.0
Lowest unoccupied orbital energy (spin up / spin down) (eV): 0.706 / -1.761